This record from the Open Molecules 2025 dataset describes a cluster of 2 separate species, C5H14NO2 in total. The level of theory is the ωB97M-V functional and the def2-TZVPD basis.

The calculation puts the energy above the lowest of the compared OMol25 structures with the same formula, charge and spin at 44.1 kJ/mol. The calculation puts the largest force on an atom at 0.054 hartree/bohr. The value obtained for the HOMO-LUMO gap is 7.081 eV. The value obtained for the LUMO energy is 3.7 eV. The net charge is -1.

Geometry (Å):
C (0.1736, -0.5114, 0.6417)
N (0.6464, 0.4513, -0.3939)
C (0.8972, 1.7481, 0.2745)
O (1.8676, 1.6244, 1.2415)
C (-0.2576, -1.8373, -0.0514)
C (-1.5751, -1.7126, -0.8153)
C (-1.4523, -1.3106, -2.2750)
H (0.9776, -0.6939, 1.3532)
H (-0.7588, -0.0545, 0.9625)
H (1.4822, 0.0856, -0.8350)
H (1.1695, 2.5260, -0.4716)
H (-0.0328, 2.1626, 0.7111)
H (-0.3585, -2.5119, 0.7949)
H (0.5630, -2.1291, -0.7236)
H (-1.9896, -2.7374, -0.8202)
H (-2.2096, -1.0078, -0.2754)
H (-1.0554, -0.3024, -2.3706)
H (-2.4188, -1.4318, -2.7745)
H (-0.6518, -1.8942, -2.7510)
H (1.8772, 3.4029, 3.6285)
H (1.7202, 2.6465, 2.1493)
O (1.3858, 3.4875, 2.8004)

Löwdin population analysis, charges in e, atoms 1 to 2:
1. C -0.2351
2. N -0.0660